1.
The following is a DFT calculation (ωB97M-V with the def2-TZVPD basis set) of C8H13F6N3O9S2Te4V as an isolated structure in a non-equilibrium geometry.

The calculation puts the highest occupied orbital energy (alpha / beta) at -1.3140 / -1.3079 eV. The spin multiplicity is 2. As for the total energy: -124243.7000 eV. Its total charge is -2. The orbital gap (alpha / beta) comes out at 4.83 / 4.73 eV. The LUMO energy (alpha / beta) comes out at 3.5 / 3.4 eV.

```
46
C8H13F6N3O9S2Te4V ωB97M-V with the def2-TZVPD basis set
V -0.4778 -0.7447 -0.4789
Te 3.1940 -1.4556 -2.4018
Te 4.4599 -2.0436 -4.6872
Te -0.2406 -0.6884 -4.8765
Te 0.5104 -2.1174 -2.7986
F -3.5423 -2.4643 1.3981
C -3.9424 -2.0498 0.1934
F -4.8870 -2.9162 -0.2310
F -4.5301 -0.8580 0.3329
S -2.5703 -2.0093 -1.1051
O -3.3112 -1.4974 -2.2558
O -2.1928 -3.4290 -1.1353
N -0.9380 -0.9370 1.3446
S -1.2892 0.3005 2.1363
O -0.3754 1.4510 1.9322
O -2.6709 0.6780 2.2967
C -0.8075 -0.1495 3.8689
F 0.4988 -0.5411 3.9425
F -1.5353 -1.1553 4.3630
F -0.9304 0.8893 4.7100
C -0.2572 4.3478 -1.6987
C 0.1507 2.8815 -1.6998
C 0.9729 2.5318 -2.9290
O 0.9736 2.6001 -0.5716
C -1.1137 1.9955 -1.6537
O -2.2159 2.4462 -1.8385
O -0.8807 0.7086 -1.4579
H 0.6419 4.9665 -1.7201
H -0.8347 4.5832 -0.8039
H -0.8778 4.5741 -2.5647
H 1.9007 3.1070 -2.9119
H 0.4226 2.7682 -3.8406
H 1.2245 1.4703 -2.9470
H 0.4225 2.5991 0.2282
C 2.8303 -2.8260 2.9469
O 1.9023 -3.1808 1.9258
C 1.5180 -2.2674 1.0375
O 0.8104 -2.5960 0.1062
N 2.0266 -1.0021 1.1930
N 1.4480 -0.0438 0.3254
H 3.0937 -3.7590 3.4365
H 2.3697 -2.1592 3.6775
H 3.7233 -2.3688 2.5193
H 2.0956 -0.6748 2.1464
H 2.1499 0.2961 -0.3288
H 1.0809 0.7395 0.8753
```

2.
The following is a DFT calculation (ωB97M-V with the def2-TZVPD basis set) of a 5-piece molecular cluster, C24H49NO15S overall in a non-equilibrium geometry.

The calculation puts the highest occupied orbital energy at -9.7443 eV. As for the total energy: -68719.0407 eV. Its total charge is 0. The orbital gap comes out at 10.27 eV. The LUMO energy comes out at 0.5 eV.

```
90
C24H49NO15S ωB97M-V with the def2-TZVPD basis set
C 4.1296 0.3136 -1.9162
C 3.3265 0.0573 -3.1978
C 1.9238 0.6582 -3.1619
C 1.9164 2.1854 -3.3719
C 1.0040 2.9655 -2.4170
O 0.0632 3.7675 -3.1682
S -1.4468 3.8487 -2.6460
O -1.4401 3.9130 -1.2043
O -1.8241 2.2665 -3.0621
N -2.6403 1.6660 -2.0538
C -2.3675 0.4337 -1.9155
C -1.6106 -0.3820 -2.9208
C -2.8589 -0.2045 -0.6548
H 4.7177 1.2313 -1.9612
H 4.8485 -0.4943 -1.7663
H 3.4952 0.3402 -1.0281
H 3.8844 0.4526 -4.0518
H 3.2547 -1.0210 -3.3610
H 1.4226 0.3869 -2.2280
H 1.3412 0.2078 -3.9713
H 1.5571 2.4080 -4.3781
H 2.9288 2.5855 -3.2968
H 1.6059 3.6549 -1.8243
H 0.4856 2.3104 -1.7163
H -2.2238 -0.4817 -3.8184
H -1.4212 -1.3831 -2.5343
H -0.6578 0.0741 -3.1857
H -2.0238 -0.3641 0.0287
H -3.3796 -1.1428 -0.8536
H -3.5629 0.4669 -0.1627
C -5.5228 0.9870 -4.2394
C -6.3176 0.0504 -3.3597
O -7.1640 -0.8262 -4.1251
C -6.5418 -1.8528 -4.6972
O -5.3698 -2.1192 -4.6038
O -7.4402 -2.5498 -5.3931
C -6.8987 -3.6570 -6.1185
H -6.1821 1.5490 -4.9022
H -4.9610 1.6870 -3.6208
H -4.8180 0.4361 -4.8617
H -6.9968 0.6099 -2.7197
H -5.6671 -0.5439 -2.7179
H -6.3251 -4.3073 -5.4619
H -6.2674 -3.3034 -6.9321
H -7.7517 -4.1948 -6.5209
C 9.9880 -1.5493 0.1179
C 8.9040 -1.9714 1.0849
O 8.6651 -0.9753 2.0938
C 7.9433 0.0719 1.6998
O 7.4633 0.2386 0.6086
O 7.8309 0.9135 2.7280
C 7.1263 2.1202 2.4174
H 10.8992 -1.2907 0.6584
H 10.2085 -2.3621 -0.5742
H 9.6777 -0.6793 -0.4587
H 9.2074 -2.8582 1.6380
H 7.9720 -2.1984 0.5680
H 6.1576 1.9014 1.9739
H 7.7156 2.7385 1.7421
H 6.9824 2.6440 3.3580
C -6.4582 -3.0639 5.2239
C -6.5781 -2.1148 4.0523
O -5.4079 -2.1417 3.2163
C -5.3179 -3.1851 2.3952
O -6.1225 -4.0722 2.2773
O -4.1742 -3.0795 1.7155
C -3.9073 -4.1771 0.8373
H -5.5491 -2.8563 5.7893
H -7.3171 -2.9507 5.8854
H -6.4177 -4.0979 4.8848
H -6.6473 -1.0853 4.3979
H -7.4613 -2.3291 3.4512
H -4.7473 -4.3531 0.1691
H -3.6941 -5.0775 1.4111
H -3.0305 -3.8920 0.2629
C 0.2043 3.2013 4.4492
C 1.3978 4.0896 4.7207
O 2.2780 3.5238 5.7092
C 3.0698 2.5478 5.2741
O 3.1304 2.1288 4.1462
O 3.7993 2.1105 6.3022
C 4.6461 1.0033 5.9847
H -0.3197 2.9752 5.3786
H -0.4855 3.7001 3.7686
H 0.5138 2.2602 3.9972
H 1.0805 5.0399 5.1454
H 1.9580 4.2974 3.8096
H 5.2666 1.2243 5.1191
H 4.0495 0.1130 5.7918
H 5.2768 0.8321 6.8518
```

3.
The following is a DFT calculation (ωB97M-V with the def2-TZVPD basis set) of C3H4N2O as an isolated structure.

The calculation puts the highest occupied orbital energy (alpha / beta) at -8.6657 / -8.6659 eV. As for the total energy: -8199.0434 eV. Its total charge is 0. The orbital gap (alpha / beta) comes out at 8.50 / 8.50 eV. The LUMO energy (alpha / beta) comes out at -0.2 / -0.2 eV.

```
10
C3H4N2O ωB97M-V with the def2-TZVPD basis set
O -2.2958 0.1050 0.6713
C -0.9977 -0.0823 0.3115
N -0.3044 1.0811 -0.0695
N 0.8772 0.8444 -0.3917
C 1.0023 -1.0336 -0.1382
C -0.2976 -1.2281 0.2761
H -2.4907 1.0452 0.5603
H 1.3852 1.6861 -0.6671
H 1.8193 -1.0672 0.5883
H 1.3022 -1.3507 -1.1411
```

Question: What is the formula in the third record?
Answer: C3H4N2O

Question: What is the formula in the first record?
Answer: C8H13F6N3O9S2Te4V

Question: Look up the total charge of the first one.
Answer: -2

Question: The lowest total charge belongs to which entry?
Answer: C8H13F6N3O9S2Te4V